[1]
The following is a quantum chemistry calculation of a structure of composition C17H19Cl2GaN3, from the Open Molecules 2025 dataset.

Summary:
LUMO (spin up / spin down): 2.156 / 2.155 eV
Relative energy (zero: lowest compared OMol25 entry of this formula, charge and spin): 10.8 kcal/mol
HOMO energy (spin up / spin down): -2.62 / -2.59 eV
Orbital gap (spin up / spin down): 4.8 / 4.7 eV
Charge: -1

Geometry as XYZ:
```
42
Properties=species:S:1:pos:R:3:forces:R:3:lowdin_charge:R:1
Ga -1.3917 -0.8440 -0.4382 -2.05 1.41 -0.83 -0.170
Cl 0.4725 -0.0040 -1.2850 1.08 -0.07 -0.71 0.249
Cl -1.3816 -0.3317 1.7207 0.02 -0.36 0.65 0.101
C -3.0103 -0.5384 -1.4223 -0.30 -0.50 -0.31 -0.311
H -4.0245 -0.3304 -1.0189 0.75 -0.70 0.35 -0.067
H -3.1156 -0.5714 -2.5239 0.43 -0.59 0.48 -0.084
C 1.8224 -2.3355 1.6815 1.20 0.93 1.18 -0.135
C 0.9078 -2.6757 0.8305 -2.05 -0.56 -1.60 -0.197
H 1.5387 -2.1824 2.7359 0.26 0.09 -0.55 0.109
C 1.1115 -2.9562 -0.6360 0.58 0.86 -0.83 -0.291
H -0.1138 -2.6926 1.1898 -0.07 -0.35 0.05 0.039
C 2.5330 -3.3939 -0.9197 0.62 -0.10 0.36 -0.209
H 0.3286 -3.5815 -1.0760 0.18 -0.28 0.29 0.105
H 1.0979 -2.0274 -1.2545 -0.57 -0.72 0.90 -0.031
C 3.4994 -2.3958 -0.2188 -0.16 -0.05 -0.46 -0.198
H 2.6882 -4.4209 -0.5771 0.28 -0.05 0.00 0.101
H 2.7471 -3.3342 -2.0029 -0.12 -0.26 0.40 0.108
C 3.2478 -2.1208 1.2668 0.02 -0.73 0.36 -0.201
H 4.5349 -2.7148 -0.3652 0.00 0.00 0.00 0.096
H 3.3913 -1.4426 -0.7449 -0.02 -0.04 -0.06 0.099
H 3.7961 -2.8278 1.8932 0.56 0.05 -0.01 0.096
H 3.6134 -1.1137 1.5104 -0.20 -0.19 0.09 0.109
N -3.5485 9.4962 2.9168 0.62 -1.98 -1.12 0.128
C -3.2465 8.5134 2.3567 -0.56 1.90 1.06 -0.194
C -2.8839 7.3079 1.6641 0.04 -0.06 -0.10 -0.254
C -2.0784 6.3499 2.2957 0.13 -0.32 -0.09 -0.025
C -1.7517 5.1670 1.6401 -0.14 0.60 0.08 0.003
C -2.2169 4.9638 0.3318 -0.06 -0.77 -0.11 -0.174
C -3.0184 5.9143 -0.3113 -0.02 0.46 0.29 -0.003
C -3.3466 7.0875 0.3590 0.13 -0.25 -0.08 -0.028
N -1.9476 3.7483 -0.3095 -0.10 0.41 -0.27 -0.031
C -2.4594 3.3279 -1.5474 0.06 -0.32 -0.10 -0.043
C -2.1361 2.0101 -1.6780 -0.22 1.07 0.68 -0.162
N -1.4940 1.5967 -0.5313 0.55 1.79 0.86 -0.139
C -1.3148 2.6460 0.2395 -1.02 -0.63 -1.21 -0.127
H -1.7098 6.5246 3.3089 -0.19 -0.02 -0.33 0.121
H -1.1580 4.4027 2.1437 -0.23 0.40 -0.17 0.107
H -3.3967 5.7278 -1.3178 0.18 0.15 0.45 0.102
H -3.9663 7.8353 -0.1319 0.11 -0.14 0.16 0.118
H -3.0618 3.9449 -2.1969 0.26 0.04 0.17 0.095
H -2.3870 1.2957 -2.4515 0.17 0.33 0.22 0.074
H -0.7912 2.7131 1.1809 -0.12 -0.45 -0.14 0.112
```
Positions in Å, forces in eV/Å.

***

[2]
The following is a quantum chemistry calculation of a structure of composition C45H47Br2Cl64N2O3S, from the Open Molecules 2025 dataset.

Summary:
LUMO: -2.351 eV
HOMO energy: -10.44 eV
Orbital gap: 8.1 eV
Charge: +1

Geometry as XYZ:
```
164
Properties=species:S:1:pos:R:3:forces:R:3:lowdin_charge:R:1
C -1.4415 -2.2813 4.6324 0.36 -0.90 -0.48 -0.146
C -0.5081 -1.5436 3.4622 -1.25 -0.44 0.27 -0.230
C -1.4011 -0.2706 2.8480 0.72 -0.58 0.30 -0.200
C -1.5001 -0.3901 1.1916 -0.91 -0.21 0.42 -0.117
C -1.2290 1.0574 0.3984 -1.50 0.31 2.63 -0.137
N 0.2402 1.1143 -0.0935 1.16 0.41 -0.41 -0.039
C 1.2299 0.6151 0.9806 0.61 1.09 2.89 -0.074
O 2.5708 1.2859 0.8607 -2.23 0.89 1.57 -0.139
C 2.6821 2.3861 1.8396 0.69 4.05 3.82 -0.110
C 1.7026 3.7376 1.8504 1.88 -0.31 2.22 0.032
C 1.8076 4.9398 2.9833 1.98 -2.57 0.55 -0.172
C 0.7434 6.1949 2.9047 0.34 -1.56 -0.37 -0.161
C 2.9128 4.8793 4.1922 -0.45 -3.69 -3.78 -0.010
C 3.9389 3.5815 4.1980 -3.17 1.17 -2.46 0.001
C 3.8333 2.3670 3.0530 -1.49 1.84 0.16 -0.035
C 4.9479 1.1539 3.2123 -0.35 1.20 -0.89 -0.368
C 6.4591 1.8365 3.0108 0.19 -0.14 -0.06 -0.103
C 4.7528 0.4218 4.6689 0.46 0.53 -1.11 -0.134
C 0.3870 0.4593 -1.4338 -0.43 -0.45 -2.86 -0.218
C 1.8718 0.3565 -2.0803 1.31 -1.15 0.63 -0.154
C 1.8877 -0.0328 -3.7051 0.62 -0.28 1.01 -0.171
C 0.9159 -1.2963 -4.0849 0.28 -0.11 -1.64 -0.178
C 1.8162 -2.5182 -4.7854 0.20 0.61 -0.27 -0.199
O 2.6013 -3.2808 -3.7909 -2.52 -0.02 -0.76 -0.245
C 1.6856 -4.1660 -3.0487 0.03 -0.81 0.77 -0.138
C -0.4989 1.4147 -2.4835 1.17 -0.89 -0.88 -0.165
N -1.6091 2.1785 -1.8525 0.14 -0.24 0.70 -0.518
S -1.2839 3.8248 -1.4659 0.18 0.66 -0.10 0.753
C -2.3336 1.3980 -0.7347 -0.51 -0.44 -2.87 -0.371
C -2.9098 0.0564 -1.5703 -0.85 -0.76 -0.09 -0.122
C -4.4026 -0.4179 -1.0603 -5.22 0.92 -3.63 -0.134
O -5.4944 -0.3146 -1.8641 7.22 -0.78 4.93 -0.090
C -3.6637 2.2295 -0.4272 -2.98 1.92 3.17 -0.513
Br -4.6666 2.9542 -2.0695 1.68 -1.21 1.67 0.632
C -4.3831 2.5488 0.8152 2.96 -1.29 -2.39 -0.603
C -3.8314 1.9732 2.2207 -2.08 -0.10 0.70 -0.143
Br -6.1030 3.6463 0.8610 2.40 -1.67 0.11 0.593
H -1.3439 -1.7783 5.6849 -0.27 -0.95 -2.21 0.008
H -1.0919 -3.4146 4.7093 -0.67 2.45 0.07 0.074
H -2.5817 -2.3392 4.2829 2.52 0.34 0.79 0.093
H 0.5321 -1.2085 3.8860 -2.03 -0.67 -0.82 0.078
H -0.3521 -2.3877 2.6327 -0.21 2.03 1.63 0.112
H -0.9774 0.7803 3.1970 -0.74 -2.20 -0.80 0.113
H -2.4608 -0.3722 3.3507 2.08 0.30 -1.31 0.096
H -2.6136 -0.7888 1.0297 2.48 1.18 -0.15 0.114
H -0.8133 -1.2656 0.7593 -1.34 2.06 1.02 0.116
H -1.2566 1.9485 1.1938 -0.03 -2.05 -1.66 0.157
H 0.5704 2.1201 -0.2137 -0.82 -1.12 0.09 0.152
H 1.3079 -0.5513 1.0249 0.00 2.40 -0.43 0.175
H 0.8147 1.0991 1.9918 0.62 -1.62 -2.15 0.149
H 0.8419 3.8830 1.0390 2.01 -0.34 1.79 0.072
H -0.2746 5.7258 2.4954 2.22 1.23 0.88 0.043
H 1.1585 6.9629 2.1258 -0.89 -1.27 1.64 0.099
H 0.5140 6.6722 3.9704 1.20 -1.26 -2.71 0.012
H 2.9064 5.7468 4.9775 0.23 -2.00 -1.62 0.097
H 4.7502 3.5679 5.0677 -1.89 -0.26 -2.27 0.102
H 4.7675 0.4292 2.2842 0.34 1.36 2.25 0.109
H 7.2920 1.1586 3.5189 -1.80 1.28 -1.26 0.089
H 6.6963 1.9910 1.8511 -0.53 -0.49 2.60 0.095
H 6.5522 2.8948 3.5031 -0.41 -2.05 -0.84 0.071
H 4.9342 1.2557 5.4910 -0.46 -2.00 -1.56 0.092
H 5.5764 -0.4346 4.7228 -1.97 1.92 0.19 0.050
H 3.6497 -0.0025 4.7068 2.50 0.80 0.15 0.039
H -0.0441 -0.6336 -1.3454 0.73 2.29 -0.09 0.138
H 2.5834 1.2886 -1.8581 -2.02 -1.86 -0.55 0.071
H 2.4204 -0.5640 -1.5535 -1.13 1.95 -1.00 0.139
H 3.0046 -0.4000 -3.9125 -2.42 1.11 0.44 0.109
H 1.6661 0.9339 -4.3287 0.40 -2.02 1.05 0.115
H 0.1830 -0.9316 -4.9518 1.40 -0.85 2.03 0.097
H 0.2875 -1.7304 -3.1988 1.25 0.91 -1.68 0.056
H 1.1566 -3.2628 -5.4044 1.01 1.48 1.24 0.110
H 2.5849 -2.0329 -5.5478 -1.53 -0.97 1.75 0.142
H 0.6602 -4.3611 -3.5874 2.44 0.66 1.12 -0.012
H 2.1989 -5.2204 -2.8948 -0.87 2.27 -0.30 0.108
H 1.4846 -3.6971 -1.9933 0.26 -0.91 -1.84 0.091
H 0.2833 2.1492 -2.9630 -1.75 -1.25 1.05 0.130
H -0.8771 0.7176 -3.3632 0.66 1.38 1.88 0.133
H -2.0100 4.7282 -2.3073 0.41 -1.79 0.57 -0.079
H -2.2060 -0.8717 -1.4636 -1.36 2.12 -0.09 0.009
H -3.0356 0.2968 -2.7330 0.24 -0.33 2.76 0.133
H -4.6265 -0.8232 0.0387 0.80 0.80 -2.20 0.140
H -3.8646 0.7900 2.1547 0.41 2.57 0.16 0.080
H -4.6461 2.2437 3.0514 1.84 -0.55 -1.83 0.100
H -2.8249 2.4062 2.6210 -1.77 -0.85 -1.09 0.075
C -2.0511 -1.1285 8.6915 -0.13 -0.01 0.18 -1.994
Cl -1.9079 -0.6838 10.4109 -0.02 -0.12 -0.50 0.532
Cl -3.7147 -0.8183 8.1343 0.39 -0.08 0.10 0.519
Cl -0.9110 -0.1545 7.7292 -0.50 -0.10 0.43 0.487
Cl -1.6706 -2.8576 8.4916 -0.22 0.42 0.02 0.508
C 2.4460 -2.5516 7.0040 0.07 -0.11 0.10 -1.953
Cl 1.8948 -3.6937 5.7524 0.17 0.61 0.11 0.481
Cl 1.9201 -0.9036 6.5773 0.36 -0.41 0.01 0.508
Cl 1.7453 -3.0102 8.5766 0.28 0.13 -0.43 0.518
Cl 4.2240 -2.5989 7.1095 -0.55 0.06 0.18 0.524
C -3.0397 7.1940 3.3476 -0.16 0.23 0.11 -1.976
Cl -1.6278 7.2348 4.4338 -1.15 0.29 0.09 0.571
Cl -3.1523 5.5901 2.5799 0.00 0.25 0.08 0.511
Cl -4.5207 7.5082 4.2869 0.41 -0.13 -0.29 0.534
Cl -2.8578 8.4429 2.0900 -0.02 -0.38 0.33 0.531
C 6.3796 -3.2075 3.0357 -0.11 -0.09 -0.12 -1.962
Cl 7.7915 -3.1667 4.1218 -1.31 0.27 0.40 0.479
Cl 6.2670 -4.8114 2.2680 0.07 0.41 0.21 0.528
Cl 4.8986 -2.8932 3.9749 0.41 -0.33 -0.48 0.502
Cl 6.5615 -1.9586 1.7781 0.01 -0.27 0.29 0.538
C -7.0207 3.3728 -5.7687 -0.23 -0.16 -0.19 -1.989
Cl -7.6853 1.8646 -5.0916 0.23 0.42 -0.13 0.527
Cl -8.3564 4.4757 -6.1859 0.39 -0.27 0.14 0.528
Cl -5.9634 4.1496 -4.5634 -0.27 0.06 -0.46 0.442
Cl -6.0778 3.0009 -7.2341 -0.33 0.11 0.37 0.493
C -2.4563 -3.4581 -3.8853 -0.38 -0.16 -0.43 -1.925
Cl -4.1043 -4.1316 -3.8121 0.79 0.35 0.05 0.509
Cl -1.3467 -4.6756 -4.5644 -0.79 0.21 -0.05 0.595
Cl -2.4528 -2.0082 -4.9208 -0.08 -0.32 0.27 0.563
Cl -1.9215 -3.0171 -2.2440 0.01 -0.60 -0.17 0.578
C 1.4959 -7.7627 6.0992 0.04 -0.04 0.20 -1.992
Cl 1.8380 -7.1107 4.4767 -0.06 0.03 0.60 0.467
Cl 1.7044 -6.4751 7.3129 -0.09 -0.61 -0.11 0.484
Cl -0.1794 -8.3665 6.1555 0.41 0.16 -0.04 0.522
Cl 2.6208 -9.0988 6.4517 -0.31 0.37 -0.14 0.531
C -10.3040 3.8053 2.0363 -0.14 -0.09 0.09 -2.005
Cl -10.1608 4.2501 3.7558 -0.01 -0.10 -0.44 0.514
Cl -11.9677 4.1156 1.4791 0.50 -0.07 0.14 0.524
Cl -9.1640 4.7794 1.0741 -0.36 -0.08 0.16 0.464
Cl -9.9235 2.0762 1.8365 -0.06 0.43 0.03 0.507
C 5.6118 2.3038 -4.1960 0.19 0.11 -0.15 -1.992
Cl 4.9559 1.9817 -2.5710 0.23 0.08 -0.25 0.537
Cl 5.7539 0.7713 -5.0937 -0.06 0.35 0.24 0.522
Cl 4.5176 3.4051 -5.0704 0.21 -0.27 0.22 0.516
Cl 7.2196 3.0573 -4.0489 -0.65 -0.30 -0.07 0.492
C 10.3322 4.5961 -5.9485 0.05 0.08 -0.16 -2.008
Cl 9.3723 6.0962 -6.0039 0.22 -0.39 0.04 0.512
Cl 12.0356 4.9670 -6.3168 -0.48 -0.11 0.13 0.522
Cl 10.2190 3.8783 -4.3218 0.24 0.20 -0.30 0.479
Cl 9.7020 3.4430 -7.1517 0.14 0.27 0.32 0.510
C -2.1311 3.5327 -8.3706 -0.01 0.10 -0.12 -1.999
Cl -2.6991 3.1669 -6.7219 0.25 0.08 -0.27 0.474
Cl -0.4381 3.0057 -8.5462 -0.37 0.10 0.04 0.512
Cl -3.1471 2.6710 -9.5536 0.23 0.17 0.31 0.516
Cl -2.2400 5.2873 -8.6606 0.05 -0.71 0.17 0.480
C -7.0441 -6.3507 -2.2484 -0.13 -0.18 0.11 -1.996
Cl -7.8861 -5.4664 -0.9507 0.23 -0.20 -0.35 0.520
Cl -5.4011 -6.7775 -1.7070 -0.35 0.09 -0.11 0.501
Cl -7.9465 -7.8371 -2.6364 0.28 0.46 0.11 0.509
Cl -6.9428 -5.3216 -3.6993 -0.22 -0.27 0.27 0.489
C 2.3824 -8.5940 0.3982 0.01 -0.23 0.02 -2.006
Cl 3.6195 -7.3359 0.6459 -0.28 -0.22 -0.03 0.495
Cl 1.1798 -8.0197 -0.7845 0.25 -0.09 0.24 0.501
Cl 3.1576 -10.0764 -0.2150 -0.21 0.43 0.15 0.526
Cl 1.5728 -8.9439 1.9462 0.21 -0.02 -0.70 0.485
C -11.4839 -9.6795 -4.1908 -0.08 -0.03 -0.04 -2.017
Cl -11.6002 -9.4145 -2.4327 0.05 -0.05 -0.41 0.502
Cl -10.4564 -11.0995 -4.5107 -0.23 0.36 0.09 0.509
Cl -13.1117 -9.9619 -4.8578 0.43 0.08 0.18 0.516
Cl -10.7673 -8.2420 -4.9619 -0.18 -0.34 0.17 0.493
C -1.6276 9.0437 -7.2358 0.04 0.12 0.02 -2.002
Cl -2.6063 10.4106 -6.6455 0.25 -0.39 -0.17 0.520
Cl 0.0171 9.6122 -7.6182 -0.44 -0.17 0.10 0.519
Cl -1.5435 7.7860 -5.9765 -0.02 0.26 -0.27 0.493
Cl -2.3778 8.3659 -8.7029 0.14 0.41 0.30 0.487
C 11.4696 -4.0793 1.7564 0.16 -0.07 -0.04 -1.996
Cl 12.8815 -4.0385 2.8426 -0.35 -0.01 -0.27 0.516
Cl 11.3570 -5.6832 0.9887 0.02 0.38 0.17 0.514
Cl 9.9886 -3.7650 2.6957 1.15 -0.26 -0.80 0.445
Cl 11.6515 -2.8304 0.4988 -0.05 -0.28 0.29 0.511
```
Positions in Å, forces in eV/Å.

***

no.,energy (Eh)
1,-3668.63392
2,-37075.33615